[1]
Below is a structure of composition C63H78ClN5O3PRbS, with properties calculated with ωB97M-V/def2-TZVPD.

Structure (XYZ):
```
153
Properties=species:S:1:pos:R:3:forces:R:3
Rb 1.556 -0.372 0.198 0.041 0.009 0.143
C -5.291 -4.655 1.293 -0.017 0.010 -0.010
C -4.240 -5.163 2.279 0.061 0.012 0.001
C -4.791 -4.974 3.700 -0.016 0.003 0.034
C -4.031 -6.664 2.026 0.006 -0.020 -0.028
C -2.920 -4.411 2.141 0.104 -0.087 0.075
C -2.715 -3.393 1.246 0.095 0.033 -0.051
C -1.476 -2.724 1.147 -0.022 -0.017 -0.002
N -1.223 -1.770 0.189 -0.150 -0.381 -0.018
C -2.150 -1.012 -0.303 0.000 0.182 -0.042
C -3.418 -0.726 0.343 0.155 0.046 -0.035
C -4.331 0.062 -0.240 -0.046 0.117 -0.175
C -4.050 0.568 -1.574 -0.210 -0.023 0.061
C -2.885 0.456 -2.236 0.161 -0.083 0.037
C -1.795 -0.323 -1.592 -0.092 0.119 0.119
O -0.685 -0.467 -2.084 0.013 -0.071 0.017
C -2.729 1.184 -3.578 0.015 0.044 0.068
C -3.139 2.656 -3.388 0.048 0.058 0.001
C -1.309 1.182 -4.156 0.021 0.026 0.016
C -3.654 0.519 -4.607 -0.021 0.031 -0.029
C -5.599 0.546 0.451 0.003 0.008 -0.064
C -5.703 0.014 1.879 -0.013 -0.016 0.025
C -6.830 0.070 -0.335 -0.001 -0.027 -0.013
C -5.585 2.081 0.504 -0.004 -0.003 0.034
C -0.336 -3.117 1.951 -0.061 -0.030 0.180
O 0.739 -2.483 1.888 0.138 0.082 0.016
C -0.558 -4.234 2.865 0.015 0.027 0.019
C -1.811 -4.784 2.943 -0.158 -0.083 -0.024
C 0.534 -4.745 3.820 -0.027 0.038 -0.038
C 0.376 -4.021 5.165 0.029 0.079 0.008
C 1.970 -4.523 3.324 0.031 -0.039 -0.041
C 0.383 -6.258 4.058 0.010 -0.001 0.047
H -6.220 -5.218 1.420 0.000 0.004 -0.002
H -4.960 -4.775 0.259 -0.005 -0.018 0.000
H -5.513 -3.597 1.453 0.016 -0.007 0.001
H -5.734 -5.517 3.829 0.004 0.000 -0.005
H -4.970 -3.916 3.901 -0.002 -0.004 -0.005
H -4.086 -5.340 4.449 -0.004 0.008 -0.013
H -4.982 -7.203 2.089 0.003 0.001 0.010
H -3.347 -7.100 2.757 0.004 0.016 -0.010
H -3.604 -6.826 1.035 -0.016 0.004 -0.002
H -3.486 -3.116 0.540 -0.006 -0.032 0.007
H -3.537 -1.084 1.355 0.020 0.033 0.008
H -4.829 1.166 -2.037 -0.008 -0.018 0.021
H -2.618 3.089 -2.529 -0.032 -0.060 -0.070
H -4.214 2.771 -3.227 0.011 -0.019 0.038
H -2.879 3.227 -4.284 -0.011 0.013 -0.024
H -0.588 1.600 -3.457 -0.012 0.040 0.003
H -1.314 1.798 -5.061 0.014 -0.015 -0.022
H -0.973 0.180 -4.414 -0.014 -0.019 -0.010
H -4.695 0.532 -4.274 0.008 0.003 -0.013
H -3.364 -0.521 -4.772 0.002 -0.001 0.008
H -3.591 1.048 -5.564 -0.008 -0.004 0.007
H -5.722 -1.079 1.903 0.002 0.000 -0.006
H -6.626 0.378 2.338 0.003 -0.001 0.004
H -4.864 0.352 2.489 -0.002 0.010 -0.004
H -6.868 -1.022 -0.365 -0.005 0.011 0.006
H -6.814 0.434 -1.364 0.005 -0.002 0.012
H -7.747 0.436 0.137 0.003 0.003 0.002
H -4.677 2.445 0.987 0.012 0.014 -0.033
H -6.459 2.447 1.053 -0.004 -0.013 0.000
H -5.606 2.521 -0.494 0.025 0.007 0.004
H -1.966 -5.588 3.656 -0.025 0.041 -0.041
H 0.520 -2.946 5.035 -0.001 -0.009 -0.019
H 1.118 -4.380 5.886 0.001 0.006 -0.006
H -0.622 -4.184 5.581 0.002 -0.017 -0.006
H 2.213 -3.472 3.215 -0.037 -0.004 0.043
H 2.134 -4.989 2.350 -0.032 -0.027 -0.010
H 2.654 -4.985 4.045 0.028 -0.001 -0.036
H -0.517 -6.514 4.620 0.018 0.009 0.005
H 1.239 -6.620 4.635 -0.013 0.001 0.009
H 0.356 -6.799 3.110 0.014 0.002 -0.003
Cl 8.668 -2.448 3.866 -0.055 0.025 -0.048
C 7.365 -1.939 2.793 0.021 -0.047 -0.054
C 7.149 -2.625 1.591 0.009 -0.008 0.018
C 6.145 -2.234 0.746 0.045 0.016 0.029
C 5.274 -1.118 1.026 -0.076 0.137 -0.002
O 4.394 -0.746 0.207 0.084 -0.279 0.039
C 5.517 -0.463 2.293 -0.130 0.132 0.057
C 4.712 0.651 2.771 0.193 -0.116 0.021
N 3.662 1.109 2.221 -0.273 0.079 -0.202
C 3.045 2.257 2.709 -0.003 -0.104 0.030
C 3.717 3.448 2.840 -0.008 0.113 -0.005
C 3.035 4.638 3.186 0.059 -0.058 -0.041
C 1.689 4.634 3.396 -0.022 -0.076 -0.004
C 0.965 3.419 3.289 -0.055 0.097 0.065
C -0.434 3.346 3.489 0.036 0.092 -0.051
C -1.067 2.151 3.366 -0.039 -0.104 0.018
C -0.299 1.003 3.063 0.022 -0.006 0.033
N 0.993 1.023 2.875 -0.002 0.222 -0.043
C 1.633 2.225 2.963 0.021 -0.203 -0.028
C 6.558 -0.883 3.129 0.011 0.023 0.075
H 7.782 -3.469 1.341 -0.001 -0.001 -0.002
H 5.968 -2.766 -0.182 0.007 0.006 0.006
H 5.066 1.105 3.712 0.031 -0.014 -0.017
H 4.774 3.473 2.603 0.002 0.019 0.015
H 3.593 5.565 3.250 0.008 -0.002 0.007
H 1.151 5.548 3.620 -0.005 0.001 0.009
H -0.987 4.258 3.691 0.009 -0.002 0.017
H -2.142 2.068 3.455 -0.002 -0.012 0.014
H -0.786 0.036 2.961 0.022 -0.010 -0.026
H 6.718 -0.362 4.068 0.001 -0.005 -0.005
C 6.145 0.124 -2.461 0.035 -0.002 -0.024
C 5.134 1.250 -2.707 0.027 -0.065 0.173
C 5.534 2.063 -3.934 0.055 0.043 -0.020
C 5.158 2.167 -1.473 -0.005 0.053 0.017
P 3.400 0.524 -2.697 -0.228 0.097 -0.097
C 2.437 1.953 -3.362 0.057 0.061 -0.023
C 2.343 2.389 -4.687 0.002 0.008 0.004
C 1.637 3.536 -5.016 -0.023 -0.013 0.025
C 1.014 4.287 -4.022 -0.018 -0.055 -0.003
C 1.084 3.870 -2.703 -0.038 -0.041 -0.068
C 1.783 2.710 -2.388 0.014 -0.033 0.004
C 3.282 -0.864 -3.969 -0.007 0.000 -0.044
C 4.063 -0.765 -5.280 0.009 -0.038 -0.027
C 1.788 -1.007 -4.285 -0.061 0.019 -0.006
C 3.727 -2.148 -3.242 0.015 0.018 -0.018
H 7.116 0.567 -2.210 0.000 -0.004 -0.009
H 6.289 -0.502 -3.344 -0.004 0.001 -0.020
H 5.835 -0.506 -1.625 -0.032 0.029 0.015
H 6.547 2.456 -3.780 -0.007 -0.003 -0.022
H 4.867 2.913 -4.089 0.017 -0.020 0.023
H 5.545 1.469 -4.848 -0.009 -0.018 -0.004
H 6.167 2.579 -1.354 -0.008 0.014 0.001
H 4.897 1.612 -0.570 0.004 -0.031 -0.016
H 4.463 3.004 -1.580 0.007 -0.018 -0.010
H 2.830 1.836 -5.479 0.014 -0.020 -0.009
H 1.570 3.845 -6.053 0.003 0.007 0.001
H 0.453 5.177 -4.282 0.009 0.005 -0.006
H 0.577 4.407 -1.909 0.040 -0.003 0.004
H 1.793 2.388 -1.353 0.017 0.003 0.017
H 3.776 0.097 -5.882 -0.025 0.019 0.004
H 3.861 -1.661 -5.879 0.005 0.013 0.002
H 5.139 -0.721 -5.115 0.012 0.009 0.012
H 1.404 -0.151 -4.840 0.027 0.002 -0.033
H 1.175 -1.101 -3.387 0.043 0.002 0.024
H 1.639 -1.907 -4.892 -0.010 0.006 0.005
H 4.812 -2.214 -3.158 0.031 0.029 0.018
H 3.380 -3.019 -3.810 0.018 0.006 0.001
H 3.323 -2.208 -2.231 -0.040 0.011 -0.022
C -4.627 5.925 0.048 -0.005 -0.004 -0.011
C -3.154 5.618 0.119 -0.074 0.003 -0.017
C -2.209 6.619 0.316 -0.024 0.000 0.011
C -0.890 6.191 0.334 0.071 -0.027 -0.013
N -0.518 4.933 0.199 -0.096 -0.067 -0.033
C -1.505 3.995 0.039 -0.029 0.017 0.193
S -1.086 2.346 -0.061 0.085 0.143 -0.100
N -2.825 4.346 -0.019 0.114 -0.070 -0.005
H -4.826 6.993 0.146 0.010 0.000 0.000
H -5.156 5.389 0.838 0.008 -0.003 0.003
H -5.028 5.570 -0.902 0.001 0.005 -0.001
H -2.481 7.660 0.433 0.002 0.000 0.003
H -0.083 6.911 0.462 0.015 -0.001 0.004
```
Positions in Å, forces in eV/Å.

Properties
E = -4170.93597 a.u.
molecular weight = 1137.3 g/mol
multiplicity = 1
orbital gap = 5.714 eV
E_HOMO = -1.99 eV
energy relative to the best compared isomer or geometry (same formula, charge and spin) = 0.0 kcal/mol
net charge = -2
max |F| = 0.41 eV/A
lowest unoccupied orbital energy = 0.137 Eh

***

[2]
Below is a cluster of 7 separate species, C63H81ClN7O16 in total, with properties calculated with ωB97M-V/def2-TZVPD.

Structure (XYZ):
```
168
Properties=species:S:1:pos:R:3:forces:R:3
C 1.886 -1.122 5.011 1.226 1.164 1.520
C 1.251 -1.801 4.284 -1.064 -1.065 -1.414
C 0.537 -2.679 3.360 0.275 -0.125 0.222
C 1.514 -3.464 2.458 -0.450 0.107 -0.357
C 1.644 -2.732 1.126 -0.555 0.264 0.716
N 2.544 -3.391 0.136 0.140 0.120 0.117
C 2.465 -2.812 -1.260 -0.274 0.291 -0.712
C 1.081 -2.295 -1.625 -0.178 -0.515 -0.166
C -0.038 -3.354 -1.648 -0.075 0.377 0.699
C -1.371 -2.677 -1.306 0.242 -0.250 -0.278
C -2.633 -3.451 -1.723 0.044 0.391 0.318
C -3.694 -2.480 -2.256 -0.494 0.029 0.043
C -4.884 -2.255 -1.313 -0.055 0.323 -0.533
C -5.600 -0.933 -1.596 -0.098 0.051 0.151
C -6.529 -0.487 -0.473 -0.309 -0.020 -0.249
C -7.811 -1.305 -0.369 0.040 0.254 0.466
C -8.659 -0.861 0.809 -0.237 -0.335 0.157
O -7.963 -1.106 2.024 0.170 0.247 -0.192
C -8.006 -0.067 2.972 0.050 -0.104 0.191
C 3.527 -1.762 -1.550 0.099 0.279 -0.047
C 3.286 -0.394 -0.913 0.245 -0.102 0.506
O 4.379 0.432 -1.200 -0.369 -0.059 -0.347
C 4.074 1.751 -1.648 0.404 0.428 -0.011
C 4.485 2.804 -0.602 0.249 -0.240 -0.606
C 5.482 3.838 -1.145 -0.456 -0.388 0.157
O 4.842 -2.195 -1.234 -0.183 -0.232 0.297
C 4.954 -3.469 -0.620 -0.004 0.692 -0.163
C 6.430 -3.611 -0.247 0.098 -0.123 -0.192
C 7.193 -4.459 -1.264 0.355 0.701 0.187
O 8.533 -4.676 -0.855 -0.262 -0.246 0.136
C 4.002 -3.604 0.594 0.699 -0.343 -0.333
C 4.080 -5.020 1.120 -0.213 -0.276 0.165
Cl 4.483 -2.394 1.790 -0.053 0.069 0.089
H 2.464 -0.560 5.711 -0.158 -0.095 -0.202
H -0.044 -3.395 3.939 -0.109 0.061 0.019
H -0.164 -2.091 2.765 -0.110 -0.052 -0.038
H 2.463 -3.575 2.966 0.018 -0.118 0.089
H 1.065 -4.439 2.256 0.207 -0.165 0.060
H 0.640 -2.717 0.712 0.116 -0.096 -0.327
H 1.924 -1.691 1.263 0.339 -0.056 -0.024
H 2.193 -4.348 0.053 -0.116 0.003 -0.024
H 2.651 -3.649 -1.934 0.145 -0.183 0.164
H 1.176 -1.924 -2.645 0.024 0.283 0.009
H 0.785 -1.457 -0.999 0.035 0.094 0.023
H 0.144 -4.132 -0.897 0.075 -0.253 -0.167
H -0.088 -3.825 -2.626 0.031 -0.128 -0.064
H -1.361 -1.701 -1.792 -0.102 0.032 -0.098
H -1.396 -2.477 -0.231 0.001 0.096 0.077
H -2.385 -4.232 -2.439 0.054 0.047 -0.171
H -3.033 -3.958 -0.843 -0.038 -0.182 -0.035
H -3.243 -1.505 -2.439 0.141 0.008 -0.118
H -4.083 -2.810 -3.219 0.040 -0.051 -0.079
H -5.602 -3.059 -1.472 0.039 -0.228 0.417
H -4.556 -2.242 -0.272 0.044 -0.180 0.093
H -4.875 -0.137 -1.777 0.139 -0.027 0.037
H -6.191 -1.013 -2.512 0.056 -0.028 -0.125
H -6.023 -0.500 0.493 0.156 -0.020 0.012
H -6.811 0.545 -0.676 -0.013 0.117 0.076
H -7.590 -2.363 -0.221 -0.034 -0.112 -0.216
H -8.417 -1.161 -1.265 0.047 -0.239 -0.160
H -9.596 -1.428 0.832 -0.073 0.005 -0.046
H -8.930 0.195 0.715 0.145 0.139 0.036
H -8.049 0.918 2.503 -0.021 0.064 -0.092
H -7.094 -0.113 3.566 0.038 -0.052 0.011
H -8.852 -0.175 3.656 -0.137 0.039 -0.037
H 3.484 -1.606 -2.632 0.055 -0.062 -0.090
H 3.196 -0.497 0.175 -0.001 -0.006 0.055
H 2.347 0.027 -1.275 -0.043 0.052 -0.184
H 4.659 1.920 -2.554 0.036 -0.105 -0.078
H 3.025 1.852 -1.933 -0.129 -0.164 0.070
H 4.966 2.255 0.205 -0.175 -0.034 0.176
H 3.589 3.312 -0.246 0.000 0.014 0.351
H 6.045 4.263 -0.320 -0.013 0.328 -0.051
H 4.945 4.609 -1.690 0.207 0.251 -0.015
H 6.190 3.368 -1.826 0.093 -0.056 -0.018
H 4.696 -4.238 -1.357 -0.147 -0.232 0.137
H 6.588 -3.985 0.761 -0.061 -0.197 0.052
H 6.856 -2.609 -0.277 -0.089 0.132 0.137
H 7.204 -3.895 -2.202 -0.255 -0.258 -0.245
H 6.722 -5.428 -1.409 0.083 -0.161 -0.033
H 8.893 -3.837 -0.551 0.109 0.010 -0.064
H 3.509 -5.172 2.031 -0.037 0.089 0.035
H 3.662 -5.684 0.360 0.128 -0.038 0.023
H 5.098 -5.336 1.314 0.145 0.143 0.003
C -8.698 6.461 1.283 -0.012 0.016 0.023
C -7.487 5.935 1.713 -0.081 0.001 -0.056
C -6.910 4.875 1.033 0.116 0.029 0.141
C -7.561 4.363 -0.075 -0.026 0.097 0.041
C -8.768 4.871 -0.518 -0.168 0.016 -0.094
C -9.337 5.928 0.172 0.018 0.025 0.075
N -6.952 3.242 -0.805 -0.074 -0.121 0.058
O -5.912 2.780 -0.376 0.135 0.117 0.017
O -7.534 2.820 -1.783 -0.008 0.005 -0.067
H -9.148 7.287 1.817 -0.022 -0.011 0.012
H -6.992 6.349 2.581 0.013 -0.001 0.007
H -5.971 4.455 1.360 0.005 -0.063 -0.081
H -9.258 4.450 -1.383 0.078 -0.060 -0.020
H -10.283 6.337 -0.156 -0.010 0.000 -0.010
C 11.433 5.866 0.846 -0.019 0.000 -0.020
C 10.194 5.676 1.443 0.107 0.035 -0.063
C 9.037 5.999 0.754 -0.088 -0.105 0.202
C 9.145 6.499 -0.529 0.080 -0.040 0.052
C 10.368 6.695 -1.143 0.130 0.057 -0.126
C 11.519 6.377 -0.443 -0.021 -0.042 0.094
N 7.912 6.808 -1.270 0.043 -0.045 0.002
O 6.857 6.658 -0.686 -0.102 0.090 -0.005
O 8.017 7.178 -2.421 -0.001 0.034 -0.039
H 12.336 5.612 1.386 0.008 0.008 0.005
H 10.126 5.273 2.444 -0.022 -0.007 0.007
H 8.070 5.851 1.210 -0.040 0.014 -0.075
H 10.423 7.088 -2.147 -0.100 0.002 -0.010
H 12.485 6.525 -0.905 0.004 0.009 -0.013
C 1.505 4.181 -3.668 0.004 -0.009 0.003
C 0.679 3.656 -2.681 0.066 0.010 -0.066
C -0.074 2.522 -2.936 -0.038 0.026 0.192
C 0.017 1.930 -4.183 0.047 0.100 0.021
C 0.827 2.439 -5.180 0.100 0.012 -0.157
C 1.575 3.575 -4.915 0.003 0.025 0.094
N -0.762 0.709 -4.449 0.110 -0.028 0.067
O -1.461 0.283 -3.548 -0.040 -0.067 0.068
O -0.640 0.183 -5.533 -0.019 -0.013 -0.060
H 2.093 5.066 -3.465 0.001 0.016 -0.004
H 0.620 4.134 -1.713 -0.020 0.009 0.008
H -0.724 2.110 -2.178 -0.047 -0.063 -0.066
H 0.876 1.960 -6.147 -0.069 -0.067 0.021
H 2.214 3.987 -5.683 0.001 0.000 -0.017
C 5.844 -10.751 -1.313 -0.017 0.014 0.011
C 5.272 -9.706 -2.028 0.039 -0.062 0.054
C 4.311 -8.905 -1.436 0.005 0.089 -0.146
C 3.941 -9.168 -0.128 0.049 -0.070 -0.078
C 4.494 -10.207 0.599 0.031 -0.109 0.152
C 5.453 -11.002 -0.005 0.025 0.028 -0.092
N 2.938 -8.314 0.515 -0.009 0.040 0.022
O 2.455 -7.399 -0.140 -0.053 0.021 -0.166
O 2.650 -8.534 1.668 -0.020 -0.003 0.095
H 6.597 -11.372 -1.779 0.001 -0.008 -0.006
H 5.575 -9.516 -3.048 -0.007 0.006 -0.011
H 3.856 -8.095 -1.987 -0.062 0.013 0.065
H 4.185 -10.394 1.616 -0.060 0.070 -0.001
H 5.897 -11.818 0.548 -0.004 -0.007 0.016
C -13.645 1.963 0.270 0.003 0.015 0.004
C -12.565 2.269 1.088 -0.072 -0.002 -0.061
C -12.421 3.549 1.598 0.160 -0.088 0.060
C -13.369 4.503 1.276 -0.016 -0.111 -0.030
C -14.448 4.220 0.460 -0.160 0.013 -0.099
C -14.582 2.937 -0.045 0.074 -0.059 0.028
N -13.225 5.862 1.825 0.037 -0.034 -0.045
O -12.254 6.082 2.521 0.086 0.069 0.044
O -14.075 6.679 1.543 -0.036 0.039 -0.009
H -13.756 0.961 -0.123 0.002 -0.005 -0.008
H -11.836 1.509 1.332 0.014 -0.002 0.009
H -11.585 3.799 2.234 -0.036 0.096 0.017
H -15.172 4.985 0.223 0.043 0.068 0.063
H -15.421 2.698 -0.684 -0.014 0.009 -0.005
C 2.668 2.240 4.423 -0.001 0.022 -0.008
C 3.676 1.838 5.290 -0.008 0.090 -0.145
C 5.004 2.068 4.968 0.000 -0.116 0.201
C 5.296 2.704 3.776 -0.117 0.006 0.013
C 4.310 3.111 2.898 -0.065 0.101 -0.113
C 2.986 2.873 3.228 -0.008 -0.075 0.104
N 6.705 2.966 3.435 0.027 -0.032 -0.036
O 7.553 2.584 4.212 0.033 -0.010 0.045
O 6.933 3.545 2.392 -0.004 0.047 -0.070
H 1.632 2.065 4.681 -0.008 -0.016 -0.007
H 3.428 1.350 6.222 0.042 0.064 0.055
H 5.794 1.761 5.635 0.076 0.049 -0.055
H 4.567 3.608 1.975 0.094 0.020 0.081
H 2.200 3.189 2.555 -0.004 0.020 -0.011
```
Positions in Å, forces in eV/Å.

Properties
E = -4495.65099 a.u.
molecular weight = 1227.8 g/mol
multiplicity = 1
orbital gap = 7.899 eV
E_HOMO = -10.80 eV
net charge = +1
max |F| = 2.27 eV/A
lowest unoccupied orbital energy = -0.107 Eh